Here is a cluster of 11 separate species, C30H32BBrClF10O31 in total from OMol25. Energies are from wB97M-V/def2-TZVPD.

Geometry (Å):
O -8.985 5.325 7.769
B -10.172 4.613 8.039
Cl -10.160 2.882 7.187
Br -11.836 5.704 7.238
H -8.330 4.862 7.247
H -10.432 4.449 9.206
C -7.351 1.491 3.470
C -6.085 1.237 4.262
O -5.818 2.503 4.821
C -7.005 3.187 4.921
O -7.142 4.178 5.543
O -7.952 2.560 4.209
F -5.038 0.874 3.462
H -7.107 1.840 2.470
H -8.022 0.642 3.425
H -6.174 0.499 5.060
C -4.910 2.892 -1.034
C -5.371 1.767 -1.945
O -6.352 1.125 -1.150
C -6.861 2.037 -0.267
O -7.844 1.873 0.369
O -6.091 3.133 -0.250
F -4.387 0.881 -2.231
H -4.107 2.546 -0.387
H -4.608 3.800 -1.541
H -5.828 2.087 -2.883
C 0.442 1.797 -2.958
C -0.505 2.266 -4.051
O -1.658 2.633 -3.310
C -1.274 2.954 -2.044
O -1.965 3.497 -1.252
O -0.002 2.580 -1.838
F -0.828 1.290 -4.927
H 0.289 0.739 -2.756
H 1.491 1.995 -3.146
H -0.165 3.136 -4.617
C -6.732 7.268 7.667
C -6.022 8.510 8.170
O -5.462 8.082 9.392
C -5.286 6.724 9.325
O -4.631 6.111 10.098
O -5.923 6.232 8.261
F -6.863 9.553 8.402
H -7.751 7.189 8.049
H -6.739 7.146 6.590
H -5.216 8.872 7.527
C -7.571 -1.810 -0.219
C -9.072 -1.982 -0.067
O -9.196 -2.339 1.295
C -8.121 -1.847 1.974
O -8.032 -1.792 3.149
O -7.182 -1.423 1.101
F -9.561 -2.985 -0.841
H -7.109 -2.769 -0.461
H -7.274 -1.049 -0.930
H -9.657 -1.081 -0.254
C 5.260 -1.143 -2.114
C 4.548 -1.099 -0.772
O 3.274 -0.586 -1.125
C 3.034 -0.880 -2.430
O 1.976 -0.769 -2.948
O 4.161 -1.310 -3.025
F 5.138 -0.241 0.095
H 5.747 -0.186 -2.310
H 5.968 -1.954 -2.220
H 4.427 -2.070 -0.296
C 10.092 0.770 -4.257
C 10.292 0.639 -2.755
O 9.156 -0.117 -2.370
C 8.728 -0.835 -3.440
O 7.941 -1.715 -3.385
O 9.337 -0.408 -4.562
F 10.273 1.832 -2.122
H 9.490 1.655 -4.468
H 11.008 0.782 -4.837
H 11.190 0.098 -2.454
C 4.380 -1.657 3.410
C 3.956 -2.925 4.137
O 3.811 -3.849 3.068
C 4.581 -3.441 2.033
O 4.830 -4.083 1.070
O 5.033 -2.188 2.249
F 2.777 -2.793 4.777
H 3.500 -1.089 3.107
H 5.066 -1.028 3.965
H 4.692 -3.319 4.839
C 8.845 -5.827 -3.246
C 9.101 -4.600 -4.108
O 9.674 -5.171 -5.272
C 9.233 -6.451 -5.382
O 9.316 -7.110 -6.362
O 8.668 -6.854 -4.229
F 9.985 -3.751 -3.530
H 9.732 -6.044 -2.649
H 7.965 -5.760 -2.616
H 8.215 -4.035 -4.386
C 6.613 -6.100 -7.725
C 5.864 -6.021 -6.404
O 4.671 -5.372 -6.761
C 4.434 -5.589 -8.093
O 3.419 -5.354 -8.639
O 5.534 -6.122 -8.667
F 6.528 -5.262 -5.480
H 7.202 -5.192 -7.865
H 7.239 -6.977 -7.838
H 5.637 -6.983 -5.944

Properties
HOMO level ... -4.76 eV
Net charge ... -1
Max |F| ... 0.6 eV/A
Gap between HOMO and LUMO ... 0.2032 Ha